#one
Formula: C9H12N2O2S
Source: the Open Molecules 2025 dataset
Level of theory: ωB97M-V/def2-TZVPD

Cartesian coordinates (Å):
S: -0.147 -2.164 0.476
O: 0.080 -3.290 -0.352
O: -0.578 -2.346 1.830
N: 1.381 -1.155 0.282
N: 3.146 2.113 1.839
C: -0.620 0.897 1.235
C: -1.173 -0.861 -0.440
C: 4.571 -0.360 -0.602
C: 2.275 -1.212 1.086
C: 5.030 -1.059 -1.616
C: 3.923 0.218 0.379
C: -1.805 0.151 0.457
C: 3.584 1.293 1.145
C: -2.864 0.975 -0.354
H: -0.913 2.030 1.413
H: 5.986 -1.382 -1.547
H: -3.657 0.212 -0.469
H: -2.159 -0.421 1.332
H: 0.231 0.937 0.517
H: -2.423 1.270 -1.324
H: 4.404 -1.273 -2.513
H: -3.004 1.913 0.211
H: -0.426 -0.502 -0.988
H: 2.501 -1.656 1.978
H: -1.947 -1.445 -1.047
H: -0.486 0.290 2.060

Results
Lowest unoccupied orbital energy (alpha / beta) (eV): -1.24 / -1.23
HOMO-LUMO gap (alpha / beta) (eV): 7.27 / 7.28
Total charge: 0


#two
Formula: C9H12N2O2S
Source: the Open Molecules 2025 dataset
Level of theory: ωB97M-V/def2-TZVPD

Cartesian coordinates (Å):
S: 2.998 -1.798 -0.435
O: 4.036 1.911 0.253
O: -3.510 -0.870 0.704
N: 2.115 0.595 0.461
N: -2.516 0.310 -0.884
C: 4.057 -0.320 -0.658
C: 1.099 1.404 1.106
C: -2.608 -0.765 -0.076
C: 1.669 -0.715 0.328
C: -1.522 -1.840 -0.268
C: 0.557 -1.209 0.772
C: 3.420 0.880 0.174
C: -3.518 1.317 -0.899
C: -0.512 -1.940 0.818
H: 1.072 1.192 2.127
H: 5.015 -0.510 -0.201
H: -0.772 -2.448 1.670
H: -4.472 0.974 -0.419
H: 1.158 2.545 0.922
H: 3.937 0.005 -1.680
H: -1.606 0.760 -0.948
H: 0.174 1.126 0.726
H: -3.323 2.207 -0.300
H: -3.933 1.637 -1.865
H: -2.061 -2.706 -0.163
H: -0.955 -1.742 -1.265

Results
Structure (SMILES): CNC(=O)CC=C=C1SCC(=O)N1C
Lowest unoccupied orbital energy (eV): 0.51
HOMO-LUMO gap (eV): 9.12
Total charge: 0


Energies in eV, measured from the most stable structure: #one 5.378; #two 0.000.


#one
Formula: C18H20FNOS
Source: the Open Molecules 2025 dataset
Level of theory: ωB97M-V/def2-TZVPD

Cartesian coordinates (Å):
S: -1.605 2.519 1.162
F: 0.234 -0.318 3.864
O: 0.370 -0.192 0.088
N: -0.357 -0.120 -2.101
C: 1.181 0.696 -3.731
C: -1.992 0.006 -0.213
C: -0.593 2.250 6.294
C: 0.958 -1.916 -3.163
C: -0.789 3.314 5.793
C: -0.216 2.187 3.610
C: 1.011 -4.329 -4.337
C: 0.679 -0.334 -2.726
C: 2.088 -2.794 -2.715
C: -0.290 1.193 5.662
C: -2.025 0.732 1.223
C: -0.118 -2.319 -4.162
C: 0.112 1.114 4.272
C: -0.379 0.052 -0.822
C: -0.361 3.391 4.275
C: 0.092 -3.558 -4.598
C: 2.019 -3.929 -3.421
C: 0.225 2.226 2.203
H: 0.717 3.169 1.949
H: -1.161 -0.100 -2.574
H: -0.534 -4.001 -5.385
H: -1.383 -0.044 1.858
H: 1.165 -5.442 -4.648
H: -0.665 4.245 3.691
H: 0.570 1.511 1.692
H: 0.021 0.104 6.202
H: -0.868 4.219 6.072
H: -2.378 0.769 -0.982
H: -0.760 2.111 7.466
H: -0.703 -1.444 -4.434
H: -2.357 -1.016 -0.071
H: 2.564 -2.409 -2.099
H: 1.922 -0.315 -2.003
H: 3.082 -4.523 -3.068
H: -2.905 0.507 1.633
H: 1.066 1.631 -3.155
H: 2.056 0.566 -4.101
H: 0.304 0.591 -4.503

Results
Lowest unoccupied orbital energy (eV): 0.38
HOMO-LUMO gap (eV): 8.88
Total charge: 0


#two
Formula: C18H20FNOS
Source: the Open Molecules 2025 dataset
Level of theory: ωB97M-V/def2-TZVPD

Cartesian coordinates (Å):
S: 3.415 1.274 -1.244
F: -0.203 -2.651 1.506
O: 0.741 1.937 1.662
N: -0.945 2.694 0.370
C: -2.367 -0.239 0.750
C: 1.304 2.936 -0.455
C: 2.718 -0.912 0.268
C: -2.749 1.077 0.530
C: 3.382 0.421 0.377
C: 3.261 -1.905 -0.541
C: 1.664 1.758 -1.373
C: 0.941 -2.401 0.828
C: -2.026 2.208 1.212
C: -2.993 -1.275 0.081
C: 1.536 -1.160 0.956
C: -3.768 1.334 -0.379
C: -4.014 -1.022 -0.825
C: 0.355 2.472 0.641
C: 2.643 -3.136 -0.658
C: 1.470 -3.398 0.031
C: -4.691 -2.137 -1.562
C: -4.393 0.297 -1.045
H: 4.431 0.321 0.653
H: -4.081 2.354 -0.559
H: -5.772 -2.013 -1.536
H: 4.171 -1.699 -1.084
H: -4.437 -3.100 -1.128
H: 2.869 1.068 1.087
H: 3.075 -3.899 -1.287
H: -2.710 3.037 1.421
H: 0.972 -4.351 -0.041
H: -1.565 1.872 2.143
H: 2.210 3.321 0.015
H: -1.581 -0.455 1.457
H: -1.208 3.060 -0.532
H: 1.524 2.017 -2.421
H: -2.682 -2.291 0.274
H: 1.096 -0.401 1.585
H: -5.189 0.512 -1.744
H: -4.382 -2.139 -2.607
H: 1.068 0.871 -1.148
H: 0.852 3.744 -1.032

Results
Structure (SMILES): Cc1ccc(CNC(=O)CCSCc2cccc(F)c2)cc1
Lowest unoccupied orbital energy (eV): 0.68
HOMO-LUMO gap (eV): 9.15
Total charge: 0


Energies in eV, measured from the most stable structure: #one 16.633; #two 0.000.